14
Properties=species:S:1:pos:R:3 method="wB97M-V/def2-TZVPD" lumo_energy_ev=1.1037 orbital_gap_ev=8.7
C 2.35 0.00 0.20
N 1.15 0.53 -0.43
C -0.20 0.42 -0.15
N -1.09 0.83 -1.10
N -2.21 0.12 -0.80
C -2.06 -0.60 0.32
C -0.84 -0.31 0.90
H 2.19 -0.93 0.76
H 3.10 -0.23 -0.58
H 2.82 0.73 0.88
H 1.27 0.96 -1.33
H -3.14 0.37 -1.11
H -2.72 -1.43 0.49
H -0.62 -0.46 1.95


14
Properties=species:S:1:pos:R:3 method="wB97M-V/def2-TZVPD" lumo_energy_ev=-0.2119 orbital_gap_ev=9.4
C -1.83 0.09 -0.43
C -0.93 -0.35 0.73
N 0.35 0.33 0.72
C 1.26 0.02 -0.24
N 1.28 -1.04 -0.92
C 2.38 1.06 -0.26
N 3.20 0.76 0.52
H -1.33 -0.10 -1.38
H -2.06 1.16 -0.36
H -2.77 -0.47 -0.41
H -0.72 -1.42 0.66
H -1.40 -0.16 1.69
H 0.42 1.25 1.13
H 2.14 -1.13 -1.45


14
Properties=species:S:1:pos:R:3 method="wB97M-V/def2-TZVPD" lumo_energy_ev=0.2626 orbital_gap_ev=9.5
C -0.49 -1.26 -0.68
C -0.12 0.47 0.93
C 1.06 0.87 -1.09
C -0.48 0.96 2.22
H 0.41 -1.40 -1.24
H -1.08 -0.22 -0.91
H -1.14 -2.30 -0.74
H -1.08 -0.95 1.46
H 1.98 0.31 -0.68
H 1.28 1.98 -1.79
H 0.48 0.05 -1.84
N -0.35 -0.79 0.78
N 0.64 1.36 0.28
N -1.12 0.92 3.31


14
Properties=species:S:1:pos:R:3 method="wB97M-V/def2-TZVPD" lumo_energy_ev=0.5474 orbital_gap_ev=9.1
C 1.99 0.21 -0.24
N 0.76 -0.26 0.35
C -0.41 0.42 0.65
C -1.36 -0.53 1.14
C -1.68 0.29 -0.56
N -0.67 -1.77 0.90
N 0.52 -1.57 0.51
H 2.71 -0.61 -0.22
H 2.40 1.05 0.34
H 1.84 0.52 -1.27
H -0.36 1.48 0.86
H -2.18 -0.64 -0.84
H -2.44 1.05 -0.35
H -1.05 0.59 -1.40


14
Properties=species:S:1:pos:R:3 method="wB97M-V/def2-TZVPD" lumo_energy_ev=1.1313 orbital_gap_ev=10.4
C -2.32 0.37 -0.72
C -1.64 1.11 0.24
C -1.98 -0.95 -0.41
C 3.26 -0.32 0.18
N -0.87 0.16 0.95
N -1.11 -1.06 0.54
N 2.37 0.35 -0.39
H -2.91 0.89 -1.36
H -1.72 2.20 0.31
H -2.30 -1.90 -0.93
H 3.31 -0.27 1.38
H 3.95 -0.96 -0.23
H -0.48 0.12 1.88
H 2.44 0.25 -1.45


14
Properties=species:S:1:pos:R:3 method="wB97M-V/def2-TZVPD" lumo_energy_ev=1.0483 orbital_gap_ev=8.5
N -2.47 -0.28 -0.27
C -1.08 -0.02 -0.18
C 0.04 -0.82 -0.20
C 1.16 0.02 0.09
N 2.48 -0.45 0.34
C 0.69 1.31 0.19
N -0.67 1.26 0.02
H -2.64 -1.18 -0.71
H -2.88 -0.32 0.65
H 0.10 -1.86 -0.49
H 3.13 -0.25 -0.41
H 2.46 -1.45 0.50
H 1.22 2.24 0.35
H -1.30 2.05 -0.03


14
Properties=species:S:1:pos:R:3 method="wB97M-V/def2-TZVPD" lumo_energy_ev=1.1290 orbital_gap_ev=9.0
C -1.56 -0.66 1.50
N -0.46 -1.15 0.69
C 0.34 -0.32 -0.08
N 1.59 -0.63 -0.41
N 1.97 0.40 -1.22
C 0.99 1.31 -1.39
C -0.14 0.85 -0.73
H -2.04 0.18 0.98
H -2.30 -1.46 1.60
H -1.28 -0.32 2.52
H 0.02 -1.94 1.07
H 2.83 0.33 -1.74
H 1.18 2.21 -1.95
H -1.14 1.20 -0.84


14
Properties=species:S:1:pos:R:3 method="wB97M-V/def2-TZVPD" lumo_energy_ev="-12.1066 / -10.7237" total_charge=+2 orbital_gap_ev="7.4 / 9.6"
C 1.67 2.62 0.20
C 0.52 2.57 1.32
C -1.19 -2.55 -0.21
C -0.72 -1.90 -1.51
N 0.15 -0.55 0.44
N 1.00 1.61 0.39
N -0.39 -1.36 -0.18
H 2.45 3.30 -0.17
H 0.98 2.68 2.34
H -0.47 3.17 1.29
H -2.25 -2.35 0.15
H -0.63 -3.41 0.17
H 0.30 -2.25 -1.89
H -1.40 -1.58 -2.34


15
Properties=species:S:1:pos:R:3 method="wB97M-V/def2-TZVPD" lumo_energy_ev=0.8160 orbital_gap_ev=8.5
C -0.66 -0.74 -0.13
C 1.52 0.23 -0.37
C -1.07 0.49 0.20
N -1.48 -1.80 -0.46
N 2.53 0.15 0.53
C -1.79 1.42 0.74
N 1.44 1.09 -1.27
O 0.66 -1.00 -0.30
H -2.43 -1.74 -0.13
H -1.03 -2.71 -0.43
H 2.52 -0.65 1.15
H 3.43 0.47 0.21
H 0.55 1.10 -1.75
H -1.96 2.38 0.26
H -2.23 1.33 1.73


15
Properties=species:S:1:pos:R:3 method="wB97M-V/def2-TZVPD" lumo_energy_ev=-0.2366 orbital_gap_ev=8.6
C -0.09 0.12 -0.19
C 1.19 -0.54 -0.34
C 2.34 -0.01 0.07
C -0.22 1.55 -0.32
H -2.03 -2.12 0.68
H -0.32 -2.19 0.70
H 1.22 -1.55 -0.78
H 3.30 -0.55 0.03
H 2.45 0.95 0.59
H 0.68 2.07 -0.63
H -2.38 0.69 0.07
N -1.16 -1.90 0.18
N -1.23 -0.50 0.12
N -1.30 2.29 -0.29
O -2.45 1.70 0.13


15
Properties=species:S:1:pos:R:3 method="wB97M-V/def2-TZVPD" lumo_energy_ev=0.6350 orbital_gap_ev=8.8
C 0.12 0.40 -0.01
C 1.36 0.28 0.86
C 1.29 -0.40 -0.40
C -0.96 -0.44 0.36
H -1.37 1.81 -0.88
H 0.22 2.73 0.30
H 1.26 -0.50 1.64
H 2.09 1.00 0.67
H 1.73 0.08 -1.46
H -0.81 -2.40 -0.50
H -2.78 -0.89 0.16
N -0.15 1.67 -0.51
N -0.40 -1.62 0.21
N -2.29 -0.05 0.07
O 0.67 -1.69 -0.52


15
Properties=species:S:1:pos:R:3 method="wB97M-V/def2-TZVPD" lumo_energy_ev="0.1469 / 0.1470" orbital_gap_ev="9.0 / 9.0"
C -0.06 1.68 0.29
C 1.35 0.27 -0.99
C 0.64 1.46 -0.91
C 0.80 -0.24 1.19
N 0.11 0.89 1.34
N 1.40 -0.62 0.03
N -2.24 -1.29 -0.03
O 1.93 -1.71 -0.21
H -0.76 2.53 0.46
H 1.89 -0.03 -1.85
H -2.15 -1.93 -0.78
H 0.42 2.19 -1.62
H 0.80 -0.88 2.15
H -1.59 -0.57 0.13
H -2.53 -1.74 0.81


ΔE to the lowest compared entry with this formula, charge and spin values (in kJ/mol) by entry order: 146.1; 174.5; 553.9; 476.9; 221.9; 13.5; 61.9; 636.5; 278.1; 409.0; 935.4; 310.7.